(1)
The following is a DFT calculation (ωB97M-V/def2-TZVPD) of a 14-piece molecular cluster, H28O14 overall in a non-equilibrium geometry.

The geometry in ORCA input format:
```
! wB97M-V def2-TZVPD RIJCOSX def2/J DEFGRID3
* xyz 0 1
H -0.5372 -0.0881 0.3452
H 0.5011 0.9683 0.0045
H -2.1214 -2.4948 -2.4983
H -1.7987 -3.3776 -1.3038
H -5.6422 -2.3827 1.1109
H -4.1971 -2.4682 0.6480
H 0.8428 3.1394 -1.6639
H 0.1078 4.4679 -1.5941
H 3.6097 -1.6011 -2.1268
H 4.5452 -0.6699 -1.3732
H 2.6056 0.1758 1.2010
H 3.6913 -0.8874 1.2304
H 2.4266 -0.2335 4.4177
H 1.7318 -0.4824 3.0891
H -2.5430 1.4674 -3.2511
H -3.3716 2.6392 -3.7516
H 0.0737 -2.1637 0.3941
H 0.5206 -1.2867 -0.7640
H -0.8501 -1.6972 2.4627
H -1.1005 -2.7627 1.4081
H 2.8462 -4.4057 -2.0256
H 2.7331 -2.9400 -1.6394
H -2.7078 4.2823 -0.2302
H -1.3081 4.3926 0.3519
H -3.3293 0.7060 2.3803
H -1.9289 1.1633 2.0065
H 2.3350 3.5072 0.7283
H 1.9692 3.4783 2.2032
O 0.0435 0.2051 -0.3660
O -2.2782 -3.3757 -2.1399
O -4.7946 -2.7828 1.3357
O 0.2884 3.7296 -2.1868
O 4.5342 -1.3344 -2.0713
O 3.4296 -0.0811 0.7719
O 2.4253 0.0489 3.4962
O -2.6118 2.4273 -3.1977
O 0.8148 -2.0136 -0.2036
O -1.4984 -2.3542 2.1852
O 2.4617 -3.5708 -2.3157
O -1.7946 4.0201 -0.3921
O -2.8472 1.2136 1.7179
O 2.7237 3.4219 1.6062
*
```

Values from the calculation:
Relative energy (zero: lowest compared OMol25 entry of this formula, charge and spin) in kcal/mol: 100.3

=====

(2)
The following is a DFT calculation (ωB97M-V/def2-TZVPD) of a 13-piece molecular cluster, C29H71Cl6N7O10 overall in a non-equilibrium geometry.

The geometry in ORCA input format:
```
! wB97M-V def2-TZVPD RIJCOSX def2/J DEFGRID3
* xyz 0 1
Cl 5.7925 -2.1568 -0.5515
C 5.9436 -0.4792 -0.1516
C 7.1636 0.1342 -0.8347
Cl 6.9943 0.2693 -2.6312
H 6.0083 -0.4598 0.9363
H 5.0719 0.0873 -0.4789
H 8.0473 -0.4424 -0.5613
H 7.3269 1.1696 -0.5359
Cl 3.0041 1.0213 -5.5491
C 2.4953 1.6919 -4.0247
C 3.7634 2.3657 -3.4503
Cl 3.4069 3.2321 -1.9510
H 2.1544 0.9021 -3.3553
H 1.7136 2.4203 -4.2404
H 4.1709 3.1847 -4.0430
H 4.6437 1.7408 -3.2999
Cl -0.7265 -5.2543 -3.6110
C -2.0440 -4.7818 -2.5024
C -2.3932 -3.3304 -2.6127
Cl -3.5585 -2.8678 -3.9057
H -1.5971 -4.8368 -1.5097
H -2.8770 -5.4485 -2.7251
H -1.4779 -2.7613 -2.7755
H -2.9045 -3.1100 -1.6756
C 0.0839 0.4112 0.9029
C 0.9233 0.4307 -0.3569
C 2.3147 0.0000 -0.2098
O 0.2698 -0.4198 -1.2926
H 0.0202 -0.6356 1.2000
H -0.8649 0.9472 0.8803
H 0.6751 0.9033 1.6752
H 0.8804 1.4227 -0.8066
H 2.5407 0.1948 0.8386
H 3.0899 0.4652 -0.8188
H 2.3452 -1.0881 -0.2646
H 0.1956 -1.3140 -0.9513
C -4.7197 -1.6766 1.1482
C -3.5568 -0.6835 0.8854
C -3.5746 -0.0706 -0.5098
O -3.6694 0.4150 1.8403
H -4.7192 -2.2950 2.0458
H -4.8213 -2.3896 0.3300
H -5.6403 -1.0965 1.2115
H -2.5907 -1.1847 0.9452
H -3.6875 -0.9515 -1.1418
H -2.5878 0.3208 -0.7567
H -4.3976 0.6316 -0.6425
H -4.5483 0.7988 1.7987
C -2.6854 4.3113 -3.1724
C -1.2443 3.8703 -3.2312
C -0.3253 4.5101 -2.0852
O -1.2153 2.4977 -3.1006
H -2.9144 5.3765 -3.2046
H -3.1134 3.9464 -2.2387
H -3.2750 3.7858 -3.9236
H -0.9209 4.1180 -4.2422
H 0.6140 3.9709 -1.9624
H -0.8256 4.3505 -1.1301
H -0.1175 5.5783 -2.1471
H -0.9842 2.2155 -2.2126
O -0.1371 -3.0703 3.2003
C -1.1976 -3.6119 2.8800
N -1.5348 -3.6524 1.6474
C -2.1330 -4.2393 3.9457
H -0.9006 -3.3631 0.9165
H -2.3576 -4.1545 1.3457
H -2.2537 -5.2545 3.5677
H -3.0839 -3.7071 3.9718
H -1.6248 -4.1839 4.9084
O -0.0948 3.8640 2.0140
C 1.0392 3.6993 2.4520
N 2.0405 4.0101 1.6800
C 1.3545 2.9310 3.7124
H 2.9425 3.7923 2.0788
H 1.9284 4.4727 0.7892
H 2.1888 2.2295 3.7121
H 0.3965 2.4430 3.8918
H 1.4349 3.4871 4.6465
O -4.5116 3.7906 0.5602
C -3.4084 3.9754 0.7541
N -2.6230 2.9536 1.0798
C -2.8314 5.3035 0.7276
H -2.9730 2.0062 1.0899
H -1.7244 3.1525 1.4958
H -2.8634 5.7240 1.7327
H -3.3887 5.9123 0.0157
H -1.7819 5.3159 0.4333
O -0.3900 0.0156 5.3222
C -1.4684 0.2263 4.7551
N -1.8039 -0.3401 3.6411
C -2.3255 1.2696 5.3299
H -2.5651 -0.0416 3.0483
H -1.2211 -1.1130 3.3526
H -2.0115 2.2207 4.8998
H -2.1391 1.2043 6.4019
H -3.3862 1.0717 5.1753
O 3.8101 -0.1492 3.5781
C 3.0802 -1.1483 3.5094
N 1.9073 -1.2788 4.0841
C 3.5246 -2.3698 2.6651
H 1.4051 -0.5589 4.5837
H 1.2447 -1.9640 3.7503
H 4.3961 -2.8467 3.1137
H 3.8423 -1.9409 1.7148
H 2.7935 -3.1639 2.5133
O -1.0344 -0.0959 -6.1653
C -0.4945 -0.5381 -5.1303
N -0.4068 0.1129 -3.9944
C 0.2932 -1.8229 -5.1425
H 0.0331 -0.2047 -3.1425
H -0.9224 0.9642 -3.8224
H -0.4541 -2.5772 -5.3887
H 0.7538 -2.1045 -4.1956
H 1.0351 -1.8541 -5.9405
O 0.3183 -3.1242 -0.2735
C 1.0850 -4.0439 -0.4735
N 1.2399 -4.9993 0.4030
C 1.9283 -3.9891 -1.7778
H 1.8769 -5.7563 0.1999
H 0.7466 -5.0525 1.2828
H 1.3266 -3.4915 -2.5384
H 2.2167 -4.9753 -2.1418
H 2.7886 -3.3236 -1.7065
*
```

=====

| no. | HOMO-LUMO gap (eV) |
| --- | --- |
| 1 | 9.9 |
| 2 | 8.5 |